1) Molecular formula: C6H12O
Method: DFT, ωB97M-V/def2-TZVPD

Positions of all 19 atoms, in Å:
C: -0.4694 2.1107 -0.4711
C: -0.8032 0.6796 -0.2773
C: -2.0233 0.3251 0.2977
C: -0.2230 -1.6184 -0.7711
C: 0.1562 -0.3142 -0.6395
C: 1.5944 0.0917 -0.7385
H: 0.1622 2.4674 0.3608
H: 0.1066 2.2742 -1.3808
H: -1.3658 2.7203 -0.4837
H: -2.1531 -0.6462 0.7376
H: -2.7978 1.0664 0.3276
H: 0.5548 -2.3400 -1.0313
H: -1.2330 -1.9173 -0.5670
H: 1.8448 0.7157 0.1183
H: 2.2003 -0.8159 -0.6601
H: 1.8446 0.6018 -1.6686
H: 0.5118 -2.0367 1.5886
H: 1.4526 -1.8167 2.8542
O: 0.6401 -1.5476 2.4044

## Properties
- Spin multiplicity: 2
- Net charge: +1
- Expectation value of S²: 0.791
- M: 100.161 g mol⁻¹
- HOMO (alpha / beta): -14.93 / -15.09 eV

=====

2) Molecular formula: C6H12O
Method: DFT, ωB97M-V/def2-TZVPD

Positions of all 19 atoms, in Å:
C: -1.5990 1.1980 2.7040
C: -1.0464 1.8821 1.4406
C: 0.9274 -0.0420 -2.5708
C: 1.3787 0.6618 -1.5470
C: 0.8309 0.9900 -0.2896
C: -0.3036 0.8303 0.4213
H: -0.8745 1.2403 3.5645
H: -2.6202 1.5047 3.0680
H: -1.9567 0.1629 2.4761
H: -1.6078 2.5009 0.7581
H: -0.2026 2.5416 1.7043
H: 1.2210 0.3254 -3.6770
H: 0.1885 -0.8838 -2.5657
H: 2.4813 0.9851 -1.7479
H: 1.4278 1.7202 0.3406
H: -1.1597 0.2355 -0.1529
H: 0.6473 -5.9158 -1.6664
H: 0.9904 -4.5101 -1.1923
O: 1.2773 -5.4271 -1.0679

## Properties
- Spin multiplicity: 2
- Net charge: +1
- Expectation value of S²: 0.791
- M: 100.161 g mol⁻¹
- HOMO (alpha / beta): -13.83 / -13.83 eV

=====

Here are the energies relative to the best structure, in hartree: 1) 0.0000; 2) 0.0964.

=====

1) Molecular formula: C3H6ClNO
Method: DFT, ωB97M-V/def2-TZVPD

Positions of all 12 atoms, in Å:
H: 1.3859 2.4384 0.5001
N: 0.6666 1.7479 0.6555
C: 0.3473 0.9814 -0.2388
Cl: 1.1163 1.0161 -1.7645
C: -0.6741 -0.1629 -0.1100
C: 0.1060 -1.4987 -0.1530
O: -1.3114 0.1227 1.1337
H: -1.1972 -0.1676 -1.0352
H: -0.6878 -2.2269 -0.5393
H: 0.4387 -1.7611 0.7723
H: 0.8829 -1.4057 -0.7909
H: -1.0730 0.9164 1.5701

## Properties
- M: 107.540 g mol⁻¹
- HOMO: -10.64 eV

=====

2) Molecular formula: C3H6ClNO
Method: DFT, ωB97M-V/def2-TZVPD

Positions of all 12 atoms, in Å:
C: 0.6328 -0.3107 0.5409
C: -0.0131 0.7022 -0.4129
C: -1.4600 0.9178 -0.0324
O: -2.0717 1.8906 0.1719
N: -2.2659 -0.5214 0.2098
Cl: -4.0125 -0.4228 -0.0358
H: 1.0306 0.1294 1.4238
H: -0.1255 -0.8401 0.9673
H: 1.4830 -0.8252 -0.0305
H: 0.4708 1.7644 -0.5860
H: 0.0343 0.3990 -1.3989
H: -2.0394 -1.2832 -0.5248

## Properties
- M: 107.540 g mol⁻¹
- HOMO: -9.44 eV

=====

Here are the energies relative to the best structure, in hartree: 1) 0.0000; 2) 0.0416.

=====

1) Molecular formula: C4H5NO
Method: DFT, ωB97M-V/def2-TZVPD

Positions of all 11 atoms, in Å:
C: 1.0369 0.1289 -0.1002
C: 0.2584 1.0144 0.5667
C: 1.6954 -0.3148 -1.1003
C: -1.3837 -0.8040 0.4362
N: -1.0608 0.4446 0.6354
O: 0.5255 2.0012 1.2152
H: 2.5989 -0.8159 -1.1043
H: 1.2338 -0.2433 -2.1807
H: -2.5359 -1.0479 0.5172
H: -0.5650 -1.5051 0.2406
H: -1.8035 1.1417 0.8744

## Properties
- Spin multiplicity: 3
- Expectation value of S²: 2.021
- M: 83.090 g mol⁻¹
- HOMO (alpha / beta): -6.36 / -10.49 eV

=====

2) Molecular formula: C4H5NO
Method: DFT, ωB97M-V/def2-TZVPD

Positions of all 11 atoms, in Å:
C: -0.5727 -0.2287 -0.5334
C: -1.5498 -0.8866 -0.9067
C: 0.4926 0.5096 -0.1773
C: 0.9816 0.4762 1.2315
N: -2.7329 -1.9924 -1.1051
O: 1.3252 1.2275 -0.9066
H: 0.2489 -0.1253 1.7329
H: 2.0266 0.2316 1.4046
H: 0.7997 1.5280 1.6780
H: -3.0939 -2.0447 -2.0406
H: 2.0747 1.3048 -0.3773

## Properties
- Spin multiplicity: 3
- Expectation value of S²: 2.012
- M: 83.090 g mol⁻¹
- HOMO (alpha / beta): -6.76 / -9.83 eV

=====

Here are the energies relative to the best structure, in hartree: 1) 0.0000; 2) 0.0610.

=====

1) Molecular formula: C2H2ClF3N2
Method: DFT, ωB97M-V/def2-TZVPD

Positions of all 10 atoms, in Å:
C: 0.3726 -0.4931 -0.4087
C: 1.1551 0.7462 0.0389
N: -2.2508 -0.6606 0.1689
N: -1.5613 0.2992 -0.0270
F: 0.5641 1.5627 0.8912
F: 1.5795 1.4213 -1.0679
F: 2.3171 0.3094 0.5505
Cl: 0.4762 -1.8590 0.6666
H: 0.5069 -0.7212 -1.4723
H: -3.1594 -0.6048 0.6599

## Properties
- M: 146.499 g mol⁻¹
- HOMO (alpha / beta): -8.78 / -8.73 eV

=====

2) Molecular formula: C2H2ClF3N2
Method: DFT, ωB97M-V/def2-TZVPD

Positions of all 10 atoms, in Å:
H: -2.6314 0.6108 0.1045
N: -1.9005 -0.0507 -0.1308
C: -0.7911 0.5192 -0.1811
F: -0.6769 1.7958 0.0305
C: 0.4900 -0.0672 -0.6377
F: 1.3755 0.8918 -0.8074
N: 1.0614 -1.2036 0.4922
F: 0.1241 -1.0164 1.4811
Cl: 2.5701 -0.6659 1.1707
H: 0.3789 -0.8138 -1.5221

## Properties
- M: 146.499 g mol⁻¹
- HOMO: -10.46 eV

=====

Here are the energies relative to the best structure, in hartree: 1) 0.0000; 2) 0.0460.